1.
{"formula": "C11H12NO", "method": "ωB97M-V/def2-TZVPD", "symbols": ["C", "N", "C", "C", "C", "C", "C", "C", "C", "O", "C", "C", "C", "H", "H", "H", "H", "H", "H", "H", "H", "H", "H", "H", "H"], "positions_angstrom": [[1.87338, -2.44929, -1.61588], [0.92555, -1.74872, -1.64289], [-0.21965, -0.96120, -1.44604], [-0.88565, -0.56712, -2.51664], [-0.62679, -0.65745, -0.04574], [-1.59799, -1.45928, 0.56764], [-2.15489, -1.01038, 1.78954], [-1.60819, 0.09518, 2.40570], [-0.64511, 0.87249, 1.73406], [-0.14108, 2.01182, 2.22285], [-0.12942, 0.53794, 0.48532], [0.77330, 1.41604, -0.29596], [2.28408, 1.12822, -0.37096], [2.91906, -2.58301, -1.80818], [-1.68718, 0.05607, -2.20992], [-0.40844, -0.70287, -3.49199], [-1.98324, -2.32061, 0.12217], [-2.94078, -1.73992, 2.05539], [-1.98737, 0.46664, 3.28057], [-0.39902, 2.12991, 3.11669], [0.37033, 1.57133, -1.29554], [0.53658, 2.45053, 0.17321], [2.61978, 2.03755, -0.02682], [2.61218, 0.32774, 0.22064], [2.50056, 1.09840, -1.40723]], "lowdin_charge": [0.34, 0.21, -0.27, 0.20, -0.16, -0.02, -0.04, 0.02, -0.25, 0.10, -0.13, -0.18, -0.05, 0.14, 0.11, 0.11, 0.10, 0.13, 0.09, 0.11, 0.11, 0.15, 0.05, 0.07, 0.06], "lumo_ev": -5.55, "homo_energy_ev": -11.829, "total_charge": 1, "energy_ha": -555.97341, "smiles": "C#[N+]C(=C)c1cccc(O)c1CC", "de_lowest_kcal_mol": 103.03, "mol_weight_g_mol": 174.22, "homo_lumo_gap_ha": 0.2307}

2.
{"formula": "C11H12NO2S", "method": "ωB97M-V/def2-TZVPD", "symbols": ["C", "C", "C", "C", "C", "C", "C", "C", "C", "C", "C", "N", "O", "O", "S", "H", "H", "H", "H", "H", "H", "H", "H", "H", "H", "H", "H"], "positions_angstrom": [[-3.47659, -0.64461, 1.15319], [-2.93911, -1.20890, 0.01552], [-2.68041, 0.15324, 1.96984], [-1.63434, -0.98746, -0.34698], [-1.31297, 0.43327, 1.60694], [-0.86331, -0.08992, 0.39264], [-0.51072, -1.62456, -3.76300], [2.68756, 0.86258, -0.32250], [1.47148, 1.02607, 0.58860], [2.04974, 0.42363, -1.68065], [0.43543, 0.26762, -0.22968], [0.76235, -0.14763, -1.40122], [0.31375, -2.43722, -3.69828], [-1.29166, -0.83844, -3.99293], [2.31568, 0.81324, 3.90619], [-4.51979, -1.07401, 1.27811], [-3.56355, -1.76416, -0.64816], [-3.11513, 0.61017, 2.86735], [-1.26637, -1.27838, -1.37588], [-0.69959, 1.09292, 2.31265], [3.14609, 1.77709, -0.35328], [3.31760, 0.05210, 0.02206], [1.68560, 0.83765, 1.58149], [1.11931, 2.01457, 0.54308], [2.19482, 1.35490, -2.33323], [2.68785, -0.45339, -1.97421], [3.68629, 0.82962, 3.88235]], "lowdin_charge": [-0.12, -0.12, -0.08, -0.03, 0.01, -0.16, -0.49, -0.16, -0.15, -0.23, -0.23, 0.08, 0.19, 0.22, -0.25, 0.12, 0.09, 0.10, 0.10, 0.13, 0.07, 0.11, -0.07, 0.11, 0.13, 0.11, -0.45], "lumo_ev": 2.57, "homo_energy_ev": -2.953, "total_charge": -1, "energy_ha": -1029.81054, "de_lowest_kcal_mol": 0.00, "mol_weight_g_mol": 222.29, "homo_lumo_gap_ha": 0.2031}

3.
{"formula": "C11H12NOS", "method": "ωB97M-V/def2-TZVPD", "symbols": ["C", "C", "C", "C", "C", "C", "C", "C", "C", "C", "C", "N", "O", "S", "H", "H", "H", "H", "H", "H", "H", "H", "H", "H", "H", "H"], "positions_angstrom": [[-0.21016, 1.27171, -0.36281], [-1.51702, 1.78393, -0.28989], [-1.09170, -0.90573, -0.07444], [0.05839, -0.08930, -0.27187], [-2.62914, 0.95722, -0.02901], [-2.29786, -0.36667, -0.06264], [-5.23493, -1.10582, -0.07303], [-4.26642, 2.64163, 0.37018], [1.57432, -2.17770, -0.72472], [2.14492, -0.26785, 0.91255], [1.44175, -0.67736, -0.37896], [-3.89550, 1.41868, 0.04439], [-6.32549, -0.93240, -0.29843], [-3.80449, -1.85865, 0.17468], [0.78275, 1.90653, -0.44290], [-1.52421, 2.87168, -0.02149], [-0.96585, -1.96951, -0.19980], [-5.34816, 2.87357, 0.39049], [-3.61500, 3.37165, 0.67283], [2.50072, -2.51448, -0.13958], [1.77476, -2.26366, -1.85941], [0.65006, -2.81821, -0.59420], [1.64223, -0.30014, 1.82077], [2.63632, 0.73449, 0.72170], [3.16164, -0.81976, 0.91044], [1.91305, -0.08999, -1.25273]], "lowdin_charge": [-0.01, 0.02, -0.05, -0.18, -0.33, -0.19, -0.52, 0.10, -0.06, -0.07, -0.39, 0.04, 0.26, 1.11, 0.17, 0.14, 0.10, 0.10, 0.05, 0.10, 0.11, 0.07, 0.06, 0.10, 0.11, 0.16], "lumo_ev": -5.35, "homo_energy_ev": -12.635, "total_charge": 1, "energy_ha": -954.15453, "de_lowest_kcal_mol": 105.49, "mol_weight_g_mol": 206.29, "homo_lumo_gap_ha": 0.2678}

4.
{"formula": "C11H12O6", "method": "ωB97M-V/def2-TZVPD", "symbols": ["C", "C", "O", "C", "O", "C", "O", "C", "C", "C", "C", "O", "C", "C", "C", "O", "O", "H", "H", "H", "H", "H", "H", "H", "H", "H", "H", "H", "H"], "positions_angstrom": [[-0.84837, 0.83411, 3.18420], [0.15736, -0.00725, 3.93737], [0.75022, -0.86135, 2.97487], [1.70590, -0.21881, 2.12844], [2.28450, 0.83389, 2.36794], [2.13084, -0.90061, 0.86479], [2.00849, -2.10745, 0.62843], [2.58599, -0.00616, -0.24597], [1.23155, 0.38786, -1.01336], [0.69700, -0.55793, -1.88597], [-0.57420, -0.35310, -2.50609], [-1.16930, -1.41623, -3.12147], [-2.59514, -1.47913, -3.28971], [-1.19877, 0.89745, -2.35662], [-0.46779, 1.97510, -1.61367], [-0.95433, 3.05690, -1.61210], [0.61089, 1.57939, -0.78169], [-1.71234, 1.06844, 3.82313], [-0.48432, 1.81551, 2.74496], [-1.22818, 0.23212, 2.40214], [-0.43932, -0.53654, 4.65959], [0.94630, 0.54372, 4.53147], [3.06358, 0.92797, 0.10414], [3.28319, -0.49957, -0.85609], [1.09587, -1.57573, -1.99203], [-2.66620, -2.52478, -3.78292], [-3.03504, -0.77792, -4.04470], [-3.13105, -1.52469, -2.38919], [-2.04732, 1.19479, -2.85989]], "lowdin_charge": [-0.07, -0.24, -0.01, -0.31, 0.13, -0.28, 0.13, -0.01, -0.16, 0.06, -0.25, -0.08, -0.06, 0.09, -0.42, 0.12, 0.10, 0.08, 0.10, 0.06, 0.11, 0.14, 0.13, 0.11, 0.14, 0.12, 0.10, 0.07, 0.09], "lumo_ev": -0.76, "homo_energy_ev": -8.798, "energy_ha": -877.71862, "smiles": "CCOC(=O)C(=O)Cc1cc(OC)cc(=O)o1", "mol_weight_g_mol": 240.21, "homo_lumo_gap_ha": 0.2954}

5.
{"formula": "C11H13BeN4O5", "method": "ωB97M-V/def2-TZVPD", "symbols": ["O", "C", "Be", "O", "C", "C", "O", "C", "O", "C", "O", "H", "C", "N", "C", "N", "C", "N", "C", "N", "C", "C", "H", "H", "H", "H", "H", "H", "H", "H", "H", "H", "H", "H"], "positions_angstrom": [[-3.06514, -3.92354, -0.12540], [-2.35773, -3.08119, -0.52095], [-0.41401, -1.18207, -1.59667], [0.61546, -3.80693, -0.88068], [0.10119, -2.77247, -1.08423], [1.90068, -0.85398, -2.50033], [3.00086, -0.57859, -2.58678], [-1.03378, 0.02090, -2.67486], [-1.03137, 0.91108, -3.49112], [-0.52106, -2.44883, -3.83320], [-0.59193, -2.78730, -4.92394], [-1.87020, -0.63350, -1.72721], [0.99576, -0.55736, 0.88382], [0.03363, 0.11347, -0.05238], [0.57068, 1.45744, -0.42689], [0.78912, 2.29327, 0.78769], [1.72065, 1.58901, 1.66679], [1.21154, 0.27785, 2.09371], [-0.10221, 0.45862, 2.75524], [-1.06807, 1.15863, 1.89699], [-1.24879, 0.33389, 0.67916], [-0.50570, 2.45361, 1.47921], [1.97196, -0.68674, 0.40024], [0.60829, -1.52931, 1.22242], [-0.12748, 2.02525, -1.05690], [1.54562, 1.37510, -0.92095], [1.89270, 2.19866, 2.56586], [2.64868, 1.41661, 1.10196], [-0.52120, -0.52644, 3.00506], [0.06223, 1.04458, 3.66442], [-1.96973, 0.85725, 0.04448], [-1.67251, -0.62584, 0.98997], [-0.34516, 3.07621, 2.36663], [-1.22297, 2.93264, 0.79887]], "lowdin_charge": [0.11, 0.07, -0.07, 0.22, -0.02, 0.06, 0.15, -0.22, 0.08, 0.07, 0.15, 0.08, -0.15, -0.11, -0.13, -0.08, -0.16, -0.08, -0.15, -0.08, -0.16, -0.15, 0.13, 0.12, 0.13, 0.12, 0.14, 0.13, 0.13, 0.14, 0.13, 0.12, 0.14, 0.14], "lumo_ev": -5.00, "homo_energy_ev": -12.047, "total_charge": 1, "energy_ha": -1036.56684, "mol_weight_g_mol": 290.26, "homo_lumo_gap_ha": 0.2590}

6.
{"formula": "C11H13Br15N2O2", "method": "ωB97M-V/def2-TZVPD", "symbols": ["C", "N", "O", "O", "H", "H", "H", "N", "C", "C", "C", "C", "C", "H", "H", "H", "H", "H", "C", "Br", "Br", "Br", "H", "C", "Br", "Br", "Br", "H", "C", "Br", "Br", "Br", "H", "C", "Br", "Br", "Br", "H", "C", "Br", "Br", "Br", "H"], "positions_angstrom": [[-2.75298, 2.69447, -2.60406], [-3.98175, 3.51274, -2.64946], [-3.85803, 4.62845, -2.15933], [-4.85767, 3.15324, -3.38253], [-2.31002, 2.78935, -1.61265], [-2.06162, 3.00470, -3.38757], [-2.99768, 1.63894, -2.72263], [-0.22060, 1.39871, -0.26207], [0.90431, 1.19787, -1.05871], [1.47541, -0.06060, -1.15649], [0.93597, -1.17100, -0.45338], [-0.21668, -0.93066, 0.39381], [-0.69383, 0.37027, 0.45300], [1.12442, 2.01962, -1.72405], [2.37530, -0.30212, -1.70265], [1.49149, -2.09086, -0.56134], [-0.68876, -1.71365, 0.96868], [-1.49339, 0.50023, 1.16728], [4.81491, -3.05793, 2.11336], [6.21485, -4.41116, 2.14481], [3.34479, -3.20833, 3.48269], [4.17453, -2.83904, 0.25499], [5.32654, -2.13331, 2.38063], [-3.93743, -1.64799, -2.27963], [-5.12228, -2.96813, -3.11110], [-2.44268, -1.14928, -3.42462], [-3.21356, -2.22655, -0.52880], [-4.44799, -0.68904, -2.19115], [-0.07736, -5.47473, 2.22617], [1.24369, -5.29875, 0.77237], [-0.60658, -7.28253, 2.74458], [-1.66121, -4.29573, 2.08193], [0.41642, -5.09877, 3.12223], [2.54658, 6.49376, -1.90132], [1.92008, 4.55249, -1.90750], [1.78548, 7.44927, -0.39707], [1.94568, 7.24446, -3.61352], [3.63009, 6.58789, -1.82895], [0.49864, -0.33770, 4.40163], [0.76643, 1.63417, 4.18556], [-1.17545, -0.90971, 3.56009], [0.60642, -0.72065, 6.33051], [1.27554, -0.85239, 3.83627]], "lowdin_charge": [0.02, -0.45, 0.06, 0.08, 0.08, 0.11, 0.03, 0.07, -0.14, -0.08, -0.05, -0.15, -0.23, 0.01, 0.09, 0.03, -0.02, 0.06, -1.50, 0.57, 0.53, 0.55, -0.04, -1.53, 0.57, 0.57, 0.56, -0.03, -1.53, 0.54, 0.57, 0.52, -0.06, -1.50, 0.51, 0.56, 0.52, -0.02, -1.49, 0.52, 0.61, 0.54, -0.06], "lumo_ev": -1.03, "homo_energy_ev": -9.694, "energy_ha": -39296.93744, "mol_weight_g_mol": 1403.80, "homo_lumo_gap_ha": 0.3185}

7.
{"formula": "C11H13CeClN2O2S", "method": "ωB97M-V/def2-TZVPD", "symbols": ["Cl", "C", "C", "C", "H", "C", "C", "H", "H", "H", "C", "Ce", "C", "O", "C", "O", "H", "H", "H", "S", "C", "N", "C", "C", "N", "H", "H", "H", "H", "H", "H"], "positions_angstrom": [[-2.32912, -1.97889, -1.45004], [1.06533, -0.30931, -2.89114], [1.21389, 1.06853, -2.40260], [-0.06798, 1.73665, -2.54272], [2.13121, 1.49694, -1.93811], [-1.02384, 0.77585, -3.12934], [-0.30051, -0.48577, -3.32954], [-0.78278, -1.42474, -3.67439], [1.85144, -1.09777, -2.86526], [-0.32780, 2.77622, -2.22073], [-2.47287, 1.01468, -3.41637], [-0.36779, -0.06124, -0.93728], [-2.00186, 0.48245, 0.30100], [-2.90487, 0.84640, 0.96439], [0.18143, -1.67926, 0.28859], [0.42424, -2.63606, 0.93420], [-2.89896, 1.71599, -2.69098], [-3.00797, 0.06300, -3.38274], [-2.53493, 1.44700, -4.42034], [1.35540, 1.50476, 0.76830], [1.24645, 0.44983, 2.17170], [0.29244, 0.48824, 3.10389], [0.50617, -0.48203, 4.17206], [1.75565, -1.19471, 3.73898], [2.11759, -0.50247, 2.50238], [-0.47384, 1.14542, 3.09052], [-0.35069, -1.14069, 4.22739], [0.63154, 0.04833, 5.10546], [1.58857, -2.24101, 3.52133], [2.56215, -1.08499, 4.45017], [2.92232, -0.74136, 1.95120]], "lowdin_charge": [0.29, -0.11, -0.17, -0.10, 0.13, -0.35, -0.13, 0.14, 0.16, 0.17, 0.00, 0.57, -0.13, 0.26, -0.14, 0.25, 0.10, 0.08, 0.12, 0.79, -0.74, 0.06, -0.09, -0.09, 0.06, 0.16, 0.13, 0.14, 0.12, 0.14, 0.16], "lumo_ev": -10.38, "homo_energy_ev": -16.550, "total_charge": 2, "energy_ha": -2019.71217, "de_lowest_kcal_mol": 9.12, "mol_weight_g_mol": 412.87, "homo_lumo_gap_ha": 0.2267}

8.
{"formula": "C11H13Cl2CuN4S", "method": "ωB97M-V/def2-TZVPD", "symbols": ["Cu", "Cl", "C", "C", "C", "C", "C", "Cl", "C", "S", "H", "H", "H", "C", "C", "C", "C", "N", "C", "N", "N", "N", "H", "H", "H", "H", "H", "H", "H", "H", "H", "H"], "positions_angstrom": [[-0.20689, -0.08266, -0.21971], [1.27912, 1.27899, 0.87620], [2.32136, 1.78968, -0.45687], [3.34300, 2.65459, -0.10521], [4.20668, 3.10103, -1.08722], [4.02160, 2.66662, -2.39146], [2.98782, 1.80220, -2.70162], [2.84362, 1.31636, -4.36556], [2.07287, 1.31364, -1.74937], [0.77411, 0.22802, -2.19017], [3.45164, 2.96913, 0.92356], [5.01307, 3.77816, -0.84131], [4.68006, 2.99666, -3.18312], [-1.96028, -5.31797, -1.26527], [-3.32018, -5.20761, -0.58310], [-4.36121, -4.59011, -1.51067], [-3.22460, -4.46432, 0.75006], [-2.76767, -3.07813, 0.59110], [-1.54104, -2.57433, 0.57416], [-1.62480, -1.29245, 0.31808], [-2.94804, -1.01121, 0.19565], [-3.63521, -2.07690, 0.36972], [-2.02668, -5.94255, -2.15588], [-1.20671, -5.75920, -0.60801], [-1.60071, -4.33897, -1.59250], [-3.65152, -6.21531, -0.31232], [-4.05931, -3.59215, -1.83350], [-5.33471, -4.49987, -1.02643], [-4.48221, -5.20207, -2.40490], [-2.51683, -4.95177, 1.41986], [-4.18813, -4.41064, 1.25143], [-0.63733, -3.14024, 0.72180]], "lowdin_charge": [-0.05, 0.72, -0.60, -0.13, -0.10, -0.13, -0.68, 0.65, -0.72, 0.55, 0.10, 0.10, 0.10, -0.07, -0.41, -0.08, -0.10, -0.09, -0.12, -0.07, 0.03, 0.08, 0.08, 0.08, 0.08, 0.14, 0.08, 0.08, 0.08, 0.13, 0.13, 0.15], "lumo_ev": 0.22, "homo_energy_ev": -7.227, "energy_ha": -3605.04149, "mol_weight_g_mol": 367.77, "homo_lumo_gap_ha": 0.2738}

What did the first record say?
{"formula": "C11H12NO", "method": "ωB97M-V/def2-TZVPD", "symbols": ["C", "N", "C", "C", "C", "C", "C", "C", "C", "O", "C", "C", "C", "H", "H", "H", "H", "H", "H", "H", "H", "H", "H", "H", "H"], "positions_angstrom": [[1.87338, -2.44929, -1.61588], [0.92555, -1.74872, -1.64289], [-0.21965, -0.96120, -1.44604], [-0.88565, -0.56712, -2.51664], [-0.62679, -0.65745, -0.04574], [-1.59799, -1.45928, 0.56764], [-2.15489, -1.01038, 1.78954], [-1.60819, 0.09518, 2.40570], [-0.64511, 0.87249, 1.73406], [-0.14108, 2.01182, 2.22285], [-0.12942, 0.53794, 0.48532], [0.77330, 1.41604, -0.29596], [2.28408, 1.12822, -0.37096], [2.91906, -2.58301, -1.80818], [-1.68718, 0.05607, -2.20992], [-0.40844, -0.70287, -3.49199], [-1.98324, -2.32061, 0.12217], [-2.94078, -1.73992, 2.05539], [-1.98737, 0.46664, 3.28057], [-0.39902, 2.12991, 3.11669], [0.37033, 1.57133, -1.29554], [0.53658, 2.45053, 0.17321], [2.61978, 2.03755, -0.02682], [2.61218, 0.32774, 0.22064], [2.50056, 1.09840, -1.40723]], "lowdin_charge": [0.34, 0.21, -0.27, 0.20, -0.16, -0.02, -0.04, 0.02, -0.25, 0.10, -0.13, -0.18, -0.05, 0.14, 0.11, 0.11, 0.10, 0.13, 0.09, 0.11, 0.11, 0.15, 0.05, 0.07, 0.06], "lumo_ev": -5.55, "homo_energy_ev": -11.829, "total_charge": 1, "energy_ha": -555.97341, "smiles": "C#[N+]C(=C)c1cccc(O)c1CC", "de_lowest_kcal_mol": 103.03, "mol_weight_g_mol": 174.22, "homo_lumo_gap_ha": 0.2307}